1.
# C47H101N5O6

A cluster of 6 separate species, C47H101N5O6 in total at a distorted geometry (ωB97M-V with the def2-TZVPD basis set, the OMol25 dataset).

CARTESIAN COORDINATES (ANGSTROEM)
C 1.32604 1.48827 -4.49943
C 0.05004 2.33820 -4.54678
C -1.15813 1.37369 -4.51075
C 0.07024 3.16744 -3.25201
C -1.01593 4.25385 -3.23859
C -0.80213 5.12798 -4.47152
C -0.81447 4.35810 -5.80304
C -2.29724 4.01468 -6.11458
C -0.31505 5.32795 -6.87075
N 0.07436 3.22011 -5.69064
O 0.30688 2.55681 -6.90166
H 1.26425 0.61146 -5.13950
H 2.21989 2.09315 -4.67400
H 1.53531 1.15925 -3.47414
H -2.08286 1.93853 -4.61584
H -1.14782 0.61965 -5.30524
H -1.25172 0.78225 -3.59705
H -0.04127 2.51498 -2.38390
H 1.00687 3.71199 -3.09033
H -1.98773 3.75361 -3.24544
H -0.92939 4.89026 -2.35762
H 0.17805 5.60144 -4.33839
H -1.52553 5.94279 -4.53984
H -2.80609 4.87285 -6.55539
H -2.85601 3.74510 -5.22145
H -2.33055 3.20613 -6.84990
H -0.88068 6.25606 -6.86710
H -0.41193 4.89602 -7.87125
H 0.75757 5.46956 -6.72531
H -0.46431 1.99134 -7.08091
C 4.32732 -2.18540 1.19057
C 3.98192 -2.78375 2.55601
C 5.25684 -3.43645 3.14922
C 3.52842 -1.67944 3.51417
C 2.73685 -2.16595 4.73337
C 1.55720 -3.01228 4.29408
C 2.02048 -4.21076 3.43530
C 2.60118 -5.29342 4.36089
C 0.73164 -4.75490 2.80670
N 2.86390 -3.71527 2.35958
O 3.23032 -4.77912 1.49859
H 3.44606 -1.60372 0.89220
H 5.08893 -1.40817 1.26466
H 4.55440 -2.97266 0.47981
H 5.12937 -3.65433 4.20894
H 5.50226 -4.36865 2.63504
H 6.09114 -2.75232 3.00642
H 4.40503 -1.20440 3.96855
H 2.98343 -0.89616 2.98079
H 3.38161 -2.74462 5.40171
H 2.41699 -1.27433 5.27676
H 0.96239 -2.42020 3.60112
H 0.93351 -3.30943 5.13373
H 3.63724 -5.08238 4.63566
H 2.68984 -6.23034 3.79827
H 1.99937 -5.43030 5.25262
H 0.96270 -5.66685 2.24467
H 0.29405 -4.10351 2.04864
H -0.01679 -5.01963 3.55252
H 3.81522 -5.35853 2.01294
C -0.65331 1.50654 3.16309
C -1.52129 1.22635 4.42142
C -0.59766 1.34096 5.62927
C -2.57246 2.32480 4.49843
C -3.79492 2.15284 3.58507
C -4.37578 0.75502 3.76728
C -3.34186 -0.35305 3.59344
C -4.01976 -1.62171 4.11532
C -3.07610 -0.52682 2.07900
N -2.15375 -0.09008 4.39555
O -1.23797 -1.15570 4.39217
H 0.00847 0.65220 3.01656
H -1.30458 1.59569 2.29047
H -0.11422 2.44785 3.23833
H -0.19592 2.35354 5.68475
H -1.06012 1.08716 6.58439
H 0.23933 0.64624 5.51581
H -2.97737 2.44285 5.50891
H -2.16072 3.29943 4.21874
H -4.51530 2.90149 3.92280
H -3.58681 2.36075 2.53299
H -5.16801 0.65432 3.01942
H -4.85925 0.69227 4.74590
H -4.19309 -1.50082 5.18744
H -3.46674 -2.55708 4.00639
H -4.98280 -1.79049 3.62849
H -3.01838 0.40113 1.51298
H -3.83912 -1.20843 1.69906
H -2.13360 -1.04785 1.87665
H -0.79308 -1.09265 3.52470
C -7.01753 -5.11707 -3.52012
C -5.91338 -4.13584 -3.95461
C -5.72690 -4.29488 -5.48166
C -6.34187 -2.73205 -3.60096
C -5.21323 -1.70386 -3.59359
C -4.07984 -2.12797 -2.67622
C -3.59818 -3.56642 -2.94015
C -2.58837 -3.55614 -4.07780
C -2.89894 -4.01796 -1.64637
N -4.71562 -4.48929 -3.17814
O -4.22175 -5.76375 -3.52620
H -7.91044 -4.96910 -4.12457
H -6.66002 -6.13128 -3.71689
H -7.18930 -5.05328 -2.44578
H -5.15666 -3.43707 -5.84763
H -5.16271 -5.19462 -5.71376
H -6.70554 -4.28914 -5.95797
H -7.10234 -2.33766 -4.28162
H -6.81351 -2.70971 -2.61233
H -4.83077 -1.49886 -4.59812
H -5.68463 -0.77051 -3.27219
H -4.34190 -1.96519 -1.62815
H -3.23781 -1.45616 -2.86721
H -2.18784 -4.54137 -4.32821
H -1.70913 -2.92239 -3.95194
H -3.10851 -3.23146 -4.98689
H -2.45283 -5.00892 -1.72262
H -3.58237 -3.97967 -0.79816
H -2.10221 -3.28709 -1.47501
H -4.47482 -6.31530 -2.77862
C 5.40549 5.15332 2.59832
C 5.59775 4.40546 1.27977
C 6.16867 5.33049 0.20173
C 6.61686 3.27514 1.46539
C 6.03803 2.12644 2.27299
C 4.80491 1.59415 1.53325
C 3.73778 2.64698 1.30544
C 2.77332 2.08380 0.24594
C 2.94610 2.88369 2.59630
N 4.34731 3.85132 0.73624
O 3.38644 4.83536 0.44374
H 4.99787 4.53653 3.39505
H 6.35497 5.58152 2.92925
H 4.72591 5.99675 2.45110
H 7.05313 5.85295 0.57294
H 6.36716 4.76841 -0.70839
H 5.47220 6.13694 -0.04371
H 6.91523 2.82994 0.51046
H 7.50883 3.69708 1.93235
H 6.72037 1.29091 2.45998
H 5.81317 2.44047 3.30025
H 4.40868 0.76540 2.12306
H 5.21196 1.17334 0.60813
H 1.83874 2.65211 0.25170
H 2.58453 1.01358 0.30873
H 3.20079 2.29021 -0.74137
H 2.41332 3.83776 2.60371
H 3.53894 2.87891 3.51440
H 2.18803 2.10330 2.69631
H 3.41401 4.92429 -0.51459
C -0.36483 -0.16977 -0.37840
C 0.27872 -1.43289 0.14026
O 0.55615 -1.29195 1.53431
H 0.08865 0.70837 0.09535
H -1.42231 -0.02990 -0.13749
H -0.28794 0.04554 -1.44595
H 1.23563 -1.47766 -0.39129
H -0.33834 -2.31748 -0.02546
H 1.11534 -2.04977 1.76772

- E (a.u.) = -2576.394789
- gap between HOMO and LUMO (eV) = 8.6
- multiplicity = 1
- ΔE to the lowest compared entry with this formula, charge and spin (kcal/mol) = 36.4
- SMILES = CC1(C)CCCC(C)(C)N1O.CC1(C)CCCC(C)(C)N1O.CC1(C)CCCC(C)(C)N1O.CC1(C)CCCC(C)(C)N1O.CC1(C)CCCC(C)(C)N1O.CCO
- LUMO energy (eV) = 0.488
- total charge = 0
- HOMO (eV) = -8.1

Here are the Mulliken charges for atoms 1 to 4, given in e:
1 C -1.787
2 C 2.066
3 C -1.341
4 C -1.071

***

2.
# C47H108F12N9O12S4

A cluster of 9 separate species, C47H108F12N9O12S4 in total at a distorted geometry (ωB97M-V with the def2-TZVPD basis set, the OMol25 dataset).

CARTESIAN COORDINATES (ANGSTROEM)
C -7.54927 1.88086 -0.56082
C -7.01598 1.41719 0.80989
C -6.39462 2.60309 1.59271
O -5.81807 2.08674 2.74487
C -5.32193 3.12724 3.50564
N -8.14757 0.74384 1.67630
H -8.96578 1.32106 1.54415
H -8.38199 -0.20499 1.42164
H -8.03432 0.91926 2.66448
H -7.64677 1.04524 -1.25388
H -6.79421 2.45467 -1.09815
H -8.47436 2.44943 -0.46585
H -6.17088 0.74798 0.64841
H -6.98192 3.47941 1.86701
H -5.49783 2.91384 1.05670
H -4.75923 3.85208 2.91736
H -4.71138 2.62281 4.25456
H -6.16200 3.50484 4.08856
C 5.01473 -2.12057 -5.04399
C 6.07222 -1.20816 -4.38812
C 6.38247 0.12646 -5.13935
O 7.14161 1.03429 -4.34013
C 8.05208 1.98378 -4.91564
N 5.70551 -0.90796 -2.89202
H 5.60155 -1.79355 -2.41766
H 6.39452 -0.30303 -2.46843
H 4.79229 -0.50227 -2.74526
H 4.89194 -3.07900 -4.53959
H 5.27581 -2.44766 -6.05045
H 4.03087 -1.65792 -5.12199
H 7.04274 -1.69149 -4.27592
H 5.42009 0.59635 -5.34215
H 6.81066 -0.17831 -6.09427
H 8.30418 2.53161 -4.00766
H 7.63751 2.75213 -5.56824
H 8.92240 1.45611 -5.30577
C -4.65998 -0.31304 -8.11968
C -3.42087 -0.78498 -8.92350
C -2.81953 -2.08808 -8.43660
O -3.76907 -3.18658 -8.57080
C -3.94409 -4.00264 -7.41449
N -3.63940 -0.81185 -10.39523
H -4.20248 -0.01160 -10.64552
H -2.77389 -0.81465 -10.91580
H -4.05469 -1.67849 -10.70599
H -5.36686 -1.12040 -7.92841
H -5.24019 0.44221 -8.64984
H -4.25276 0.07581 -7.18637
H -2.65099 -0.01337 -8.92405
H -2.46112 -1.92797 -7.41974
H -1.87899 -2.30737 -8.94197
H -4.44236 -4.95764 -7.58124
H -4.40297 -3.44183 -6.60023
H -3.05389 -4.37765 -6.90951
C 3.53585 -10.72595 2.56373
C 2.89248 -11.04474 1.25661
C 3.94864 -11.43208 0.24995
O 4.97696 -12.40751 0.72918
C 6.17123 -12.22183 -0.08317
N 2.05538 -12.28808 1.42118
H 1.64237 -12.70230 0.59780
H 2.59620 -13.06724 1.76833
H 1.37843 -12.24083 2.16926
H 2.87807 -10.37182 3.35746
H 4.36043 -10.01312 2.55645
H 4.05065 -11.58372 2.99653
H 2.19884 -10.26035 0.95382
H 4.57081 -10.60411 -0.08985
H 3.49647 -11.76639 -0.68379
H 5.88078 -12.35351 -1.12548
H 6.93440 -12.88308 0.32721
H 6.61676 -11.22744 -0.05496
C 2.61336 -4.39634 7.11336
C 2.97692 -3.09639 6.29645
C 3.44375 -1.99953 7.29493
N 3.51460 -0.62627 6.61850
C 3.99894 0.31961 7.78056
C 3.95787 1.79894 7.40633
C 2.54044 2.20294 6.88228
C 2.01321 1.30125 5.74198
C 2.10247 -0.16708 6.14222
C 4.44430 -0.74262 5.44287
H 3.45313 -5.06025 7.31848
H 2.05015 -5.02227 6.42117
H 2.11328 -4.27883 8.07472
H 2.07834 -2.76317 5.77722
H 3.68610 -3.46085 5.55326
H 4.42001 -2.23798 7.71703
H 2.67160 -1.85009 8.04962
H 3.42425 0.22081 8.70147
H 4.98641 -0.10648 7.95780
H 4.12940 2.37009 8.31873
H 4.72611 1.96754 6.65169
H 1.93405 2.15511 7.78677
H 2.54939 3.24727 6.57020
H 0.96130 1.51123 5.54827
H 2.58858 1.34250 4.81713
H 1.31953 -0.19977 6.89987
H 1.73053 -0.78742 5.32678
H 4.51639 0.29627 5.12098
H 4.05855 -1.43684 4.69631
H 5.46154 -0.88212 5.80873
C -5.51688 -7.16183 12.07199
C -5.73713 -6.90667 10.57289
C -6.32718 -5.61893 10.12559
N -6.10574 -5.28512 8.61111
C -6.67451 -3.85250 8.48103
C -6.34181 -3.20130 7.10300
C -4.87993 -3.13667 6.71976
C -4.29233 -4.52796 6.83344
C -4.61174 -5.20100 8.22560
C -6.86364 -6.25866 7.58974
H -4.74011 -6.73097 12.70372
H -5.34350 -8.21921 12.27199
H -6.50756 -7.19517 12.52536
H -6.38491 -7.70952 10.22085
H -4.80634 -6.90911 10.00569
H -5.87768 -4.78991 10.67220
H -7.40809 -5.71269 10.23022
H -6.21070 -3.24166 9.25553
H -7.75502 -3.95835 8.57804
H -6.67502 -2.16361 7.11982
H -6.80126 -3.64018 6.21734
H -4.26470 -2.51814 7.37323
H -4.62405 -2.73582 5.73897
H -3.22048 -4.64969 6.67715
H -4.79501 -5.05741 6.02406
H -4.05492 -4.62614 8.96559
H -4.13926 -6.18182 8.27898
H -7.87528 -6.27168 7.99535
H -6.31489 -7.18722 7.74709
H -6.82843 -5.92670 6.55212
C 0.47944 7.25878 -6.80875
C 1.92620 7.23121 -7.36483
C 2.51231 8.60358 -7.20521
N 4.03549 8.48767 -7.66285
C 4.76772 9.85723 -7.39861
C 4.87502 10.20281 -5.89653
C 5.49586 9.11093 -5.02972
C 5.01493 7.77147 -5.32464
C 4.92942 7.47596 -6.89747
C 4.09529 8.19155 -9.20346
H -0.28081 6.68068 -7.33402
H 0.08672 8.27509 -6.84031
H 0.53906 7.11247 -5.73026
H 1.93370 6.92541 -8.41102
H 2.31969 6.45817 -6.70477
H 2.58897 8.79254 -6.13446
H 2.07455 9.38527 -7.82604
H 4.17256 10.59345 -7.93886
H 5.78423 9.88220 -7.79129
H 3.86236 10.48598 -5.60941
H 5.41512 11.13311 -5.72065
H 5.40380 9.43131 -3.99195
H 6.54985 9.12279 -5.30734
H 4.00738 7.59152 -4.94972
H 5.61251 6.98296 -4.86722
H 4.60485 6.44159 -7.01074
H 5.89453 7.47181 -7.40408
H 4.03326 7.10574 -9.27606
H 5.11019 8.37782 -9.55471
H 3.25514 8.65438 -9.72117
C -2.50225 11.87169 -5.19392
F -3.46023 10.97340 -5.34821
F -1.40252 11.41541 -5.79714
F -2.99174 13.09902 -5.57850
S -2.21694 11.81379 -3.31161
O -0.91490 12.46570 -3.07522
O -3.34254 12.61479 -2.85509
N -2.47174 10.20814 -2.76990
S -1.32912 10.04363 -1.78005
O -0.01834 9.67048 -2.40785
O -1.32223 10.91031 -0.60523
C -2.00939 8.32404 -0.96244
F -3.37587 8.29429 -0.87497
F -1.72601 7.26675 -1.70930
F -1.38899 8.21507 0.19074
C 0.53127 -4.01933 -1.26334
F 0.14165 -4.96539 -0.39496
F 1.71472 -4.20044 -1.67334
F -0.32698 -3.86464 -2.21445
S 0.26392 -2.37730 -0.28961
O -1.16653 -2.35885 0.03796
O 1.05743 -2.65137 0.86034
N 0.95843 -1.16043 -1.32797
S -0.33006 -0.39547 -1.63975
O -1.33032 -1.00524 -2.43907
O -0.78636 0.55492 -0.59855
C 0.46879 0.86738 -2.98483
F -0.43883 1.72555 -3.14343
F 1.63399 1.24455 -2.54819
F 0.67993 0.23935 -4.10684

- E (a.u.) = -6040.343963
- gap between HOMO and LUMO (eV) = 5.1
- multiplicity = 1
- ΔE to the lowest compared entry with this formula, charge and spin (kcal/mol) = 101.1
- LUMO energy (eV) = -7.409
- total charge = +5
- HOMO (eV) = -12.6

Here are the Mulliken charges for atoms 1 to 4, given in e:
1 C -1.338
2 C 0.262
3 C -0.934
4 O -0.356

***

So what do the calculations give for molar mass? Going down the list: 832.354, 1347.676 g/mol.